# 1
Entry from the OMol25 dataset: a molecular structure, C11H15O3P in a non-equilibrium geometry (the ωB97M-V functional and the def2-TZVPD basis).

Positions of all 30 atoms, in Å:
C 1.399 -1.220 1.358
C -2.037 1.825 1.209
C 1.598 -3.260 0.014
C 0.961 -2.619 -1.075
H 2.591 3.539 -1.537
H -3.099 1.677 1.175
C -2.258 -0.427 0.345
H -1.818 2.823 1.047
C 0.077 0.697 0.448
H -1.900 0.809 -1.959
H 0.698 -3.041 -2.056
C 0.718 -0.600 0.275
O 3.045 3.183 -0.708
C 1.917 -2.517 1.140
C -1.405 0.764 0.160
C 0.489 -1.304 -0.915
O 1.862 1.006 -1.226
C -1.289 1.381 -1.280
H -1.564 1.490 2.200
H 0.230 -0.853 -1.838
H -0.179 1.290 -1.392
H -1.816 -1.253 -0.149
H 2.379 -3.057 1.959
H 1.707 -0.593 2.195
H -1.586 2.402 -1.418
H -3.301 -0.405 0.043
H -2.458 -0.741 1.307
H 1.757 -4.343 -0.094
O 0.647 1.690 0.921
P 2.634 1.656 -0.149

Calculated values
* energy above the lowest of the compared OMol25 structures with the same formula, charge and spin: 9.47 kcal per mole
* total energy: -995.05134 Eh
* <S²>: 2.02
* gap between HOMO and LUMO (spin up / spin down): 6.52 / 5.48 eV
* LUMO (spin up / spin down): 0.60 / -3.43 eV
* spin multiplicity: 3

# 2
Entry from the OMol25 dataset: a molecular structure, C11H16AlBr2ClF7N2O5S3 (the ωB97M-V functional and the def2-TZVPD basis).

Positions of all 48 atoms, in Å:
F 0.840 4.787 -3.706
H 0.345 -2.484 3.001
H -2.913 -0.352 0.366
C 2.195 3.290 -2.578
C -0.388 3.699 -2.015
C 0.237 -0.803 1.675
F -1.530 3.509 -2.695
H 1.929 -1.901 2.387
Br 1.409 -2.234 -0.345
O 0.799 2.826 0.171
N 5.310 0.769 4.101
O -1.686 3.070 0.101
O 3.414 0.125 3.031
Br -0.893 0.561 2.407
C -2.737 -0.102 -0.684
C 0.936 -1.606 2.722
F 2.594 4.200 -1.672
H 2.334 1.994 4.223
H -1.944 -3.259 0.414
H 3.741 2.512 5.093
H -4.002 -2.245 0.171
N 3.302 1.870 4.462
S -0.103 -0.226 -3.059
H 5.824 0.054 3.623
Al -0.805 0.223 -0.958
F 0.439 2.667 -3.968
O -3.614 -5.340 -1.772
O -2.461 -5.775 0.382
C -3.611 -2.498 -0.817
C -2.328 -3.322 -0.605
H -0.203 -1.552 -2.907
C 0.759 3.599 -3.067
H 1.062 -1.003 3.618
H -4.251 -0.875 -2.079
C 0.274 -0.850 0.356
H -1.527 -3.007 -1.272
H 5.786 1.384 4.731
H -2.642 -1.449 -2.406
F 2.280 2.065 -2.063
C -3.330 -1.202 -1.590
S -2.550 -5.077 -0.859
C 3.971 0.867 3.813
S -0.463 2.560 -0.498
F -0.382 4.944 -1.538
H -4.367 -3.092 -1.332
Cl -0.832 -5.528 -1.880
H -3.248 0.853 -0.846
F 3.029 3.355 -3.639

Calculated values
* total energy: -8658.93100 Eh
* gap between HOMO and LUMO: 8.25 eV
* total charge: -1
* LUMO: 2.33 eV

# 3
Entry from the OMol25 dataset: 2 unconnected molecules or ions with the total composition C11H16BrClN2O in a non-equilibrium geometry (the ωB97M-V functional and the def2-TZVPD basis).

Positions of all 32 atoms, in Å:
H -2.112 -2.987 -0.024
C -1.594 -2.077 -0.274
H 1.498 -3.058 -0.363
H 1.591 2.397 -1.234
N -0.286 -1.940 -0.174
C -1.793 2.244 -0.160
H -0.482 1.844 -1.833
C -1.032 -0.008 -0.861
H -2.662 1.761 0.294
C 1.052 -2.608 1.634
Cl 1.608 3.764 0.649
H 2.581 0.771 1.085
C -1.313 1.381 -1.314
C 0.125 -0.661 -0.527
C 0.641 -2.975 0.299
C 2.098 2.323 -0.282
H 1.428 -1.705 3.637
O -2.172 3.510 -0.670
H 3.169 2.337 -0.436
H -1.030 2.371 0.607
C 1.342 -2.251 2.734
C 1.742 1.033 0.452
H -2.152 1.329 -2.009
H -3.036 -0.683 -0.872
H 0.841 1.143 1.041
Br -0.823 -5.433 1.583
H -2.755 3.929 -0.032
C 1.523 -0.149 -0.534
N -2.069 -0.903 -0.706
H 0.085 -3.964 0.280
H 1.739 0.156 -1.558
H 2.224 -0.943 -0.312

Calculated values
* energy above the lowest of the compared OMol25 structures with the same formula, charge and spin: 11.66 kcal per mole
* total energy: -3647.61982 Eh
* gap between HOMO and LUMO: 6.94 eV
* LUMO: -0.09 eV

# 4
Entry from the OMol25 dataset: C11H16BrNO2 in the gas phase (the ωB97M-V functional and the def2-TZVPD basis).

Positions of all 31 atoms, in Å:
H 2.514 -0.898 -2.242
H -1.759 1.999 -1.137
Br -4.198 3.077 3.075
H -1.254 -1.336 -0.843
C -2.643 0.778 2.409
H 0.762 0.905 1.058
H 2.141 -2.155 -0.025
H 1.754 -3.171 -2.163
C -2.006 1.653 -0.145
C 1.166 -2.264 -1.950
C 2.290 0.853 -0.447
H -2.894 0.445 3.404
H 0.569 -2.967 -0.027
H 2.031 -0.286 1.366
H -3.171 3.393 0.321
O 1.678 -1.166 -2.653
C 1.123 -2.101 -0.415
C -1.856 0.000 1.581
H 0.158 -2.420 -2.343
C -0.675 -0.444 -0.584
C 1.390 0.145 0.586
H -0.440 0.086 -1.518
H 3.958 -0.079 -0.045
N 0.508 -0.901 0.122
C -2.801 2.441 0.670
C -1.528 0.427 0.299
H 1.739 1.042 -1.369
H 2.617 1.814 -0.031
H -1.478 -0.949 1.929
C -3.110 1.995 1.942
O 3.417 0.084 -0.825

Calculated values
* energy above the lowest of the compared OMol25 structures with the same formula, charge and spin: 0.00 kcal per mole
* total energy: -3207.97963 Eh
* gap between HOMO and LUMO: 9.00 eV
* structure (SMILES): OCCN(CCO)Cc1ccc(Br)cc1
* LUMO: 0.67 eV

# 5
Entry from the OMol25 dataset: a molecular structure, C11H16CaN2O4S in a non-equilibrium geometry (the ωB97M-V functional and the def2-TZVPD basis).

Positions of all 35 atoms, in Å:
N 0.604 1.087 1.744
C 0.595 -1.809 2.683
H -0.801 -1.744 1.085
H -1.046 -3.018 3.356
O -3.913 0.197 -2.855
H 0.329 1.475 -5.229
O -0.621 3.498 -2.629
Ca -0.604 0.202 -2.589
H -0.122 2.266 3.405
O -0.608 -3.098 -2.626
C 0.522 1.399 3.244
S -1.172 0.612 -0.218
N -0.150 -1.130 1.550
O 2.694 0.209 -2.858
H 0.047 0.537 3.699
C 1.910 1.668 3.764
C -0.610 -1.960 -2.716
C -0.616 0.871 -5.238
H 1.133 -2.647 2.232
H 1.837 1.834 4.826
H 0.333 -1.068 -5.230
H -0.931 -1.461 4.155
C -0.613 -0.468 -5.239
H 0.742 1.976 1.232
C -0.616 2.358 -2.724
H 0.215 -2.732 4.539
H 2.332 2.548 3.304
H -1.558 -1.072 -5.229
H -1.563 1.472 -5.228
C 1.552 0.207 -2.869
C -0.360 -2.281 3.744
H 2.568 0.826 3.588
H 1.323 -1.090 3.027
C -2.770 0.197 -2.875
C -0.063 0.138 1.173

Calculated values
* energy above the lowest of the compared OMol25 structures with the same formula, charge and spin: 55.27 kcal per mole
* total energy: -1914.36597 Eh
* gap between HOMO and LUMO: 7.24 eV
* total charge: +2
* LUMO: -8.66 eV

# 6
Entry from the OMol25 dataset: C11H16F6NO4P in the gas phase in a non-equilibrium geometry (the ωB97M-V functional and the def2-TZVPD basis).

Positions of all 39 atoms, in Å:
F 3.588 0.428 -3.756
O 2.317 -2.672 0.430
H 0.503 -0.774 -5.448
O 1.140 1.281 -3.986
H -0.616 -1.321 0.852
H -3.130 -0.740 0.392
C -4.477 0.994 0.431
H -4.563 1.747 1.216
C 1.405 -1.297 -1.316
N 1.126 2.090 3.450
H -1.197 1.213 0.934
C 2.636 -0.459 -3.459
F 1.107 -2.331 -2.096
H -2.535 1.808 1.889
H -2.620 0.593 -0.623
F 2.968 -1.574 -4.084
C -1.824 -0.193 2.535
H 1.088 1.360 0.838
C 1.831 1.237 2.871
H -2.315 0.135 3.460
H 0.307 2.268 2.858
C 1.510 0.609 1.510
F 0.352 -0.461 -1.312
P 0.539 -0.982 1.604
F 3.718 -1.322 -1.589
C 1.583 -1.793 0.179
H 2.757 0.944 3.375
H -2.295 -1.156 2.289
H -5.221 0.208 0.591
C 1.316 0.147 -4.016
H -4.724 1.486 -0.516
O -0.455 -0.385 2.873
F 2.822 0.597 -1.404
C 2.647 -0.615 -1.909
C -3.063 0.349 0.349
H 2.493 0.346 1.091
O 0.360 -0.718 -4.489
H 1.024 -1.948 2.517
C -2.100 0.900 1.469

Calculated values
* total energy: -1724.90386 Eh
* gap between HOMO and LUMO: 9.48 eV
* structure (SMILES): [H]/N=C\C[PH2](OCCCC)C(=O)C(F)(F)C(F)(F)C(F)(F)C(=O)O
* LUMO: 0.32 eV